(1)
A cluster of 13 separate species, C20H11BCl48I2NO2 in total, computed with the ωB97M-V functional and the def2-TZVPD basis.

```
! wB97M-V def2-TZVPD RIJCOSX def2/J DEFGRID3
* xyz 1 1
C 5.0006 1.1261 -1.4782
C 3.5625 0.6160 -1.3611
I 3.3719 -0.6736 0.3497
C 2.5597 1.7306 -1.1574
I 2.6474 3.2136 -2.7157
N 1.1786 1.2147 -1.0742
C 0.6276 0.5780 -2.1260
C -0.6439 0.1015 -2.0589
C -1.3980 0.2647 -0.8907
B -2.9177 -0.2288 -0.7902
O -3.3151 -1.0439 0.2338
O -3.7788 0.1460 -1.7696
C -0.7821 0.9108 0.1866
C 0.4939 1.3782 0.0689
H 5.6958 0.4375 -1.0072
H 5.1063 2.0790 -0.9551
H 5.2772 1.2643 -2.5223
H 3.3089 0.0074 -2.2259
H 2.7699 2.2482 -0.2260
H 1.2382 0.4798 -3.0118
H -1.0708 -0.3946 -2.9203
H -3.7732 -0.5742 0.9403
H -3.6443 1.0523 -2.0791
H -1.3101 1.0407 1.1219
H 0.9965 1.8846 0.8804
C 1.5192 -3.0041 3.8661
Cl 3.1372 -2.6621 3.2256
Cl 0.5966 -3.9232 2.6770
Cl 1.6759 -3.9294 5.3515
Cl 0.6983 -1.4726 4.1962
C 7.0625 -1.5952 4.6491
Cl 6.1185 -1.4069 3.1488
Cl 7.3997 -0.0005 5.3178
Cl 6.1297 -2.5395 5.8071
Cl 8.5643 -2.4283 4.2683
C 11.7548 -5.5810 2.7045
Cl 11.7239 -6.0681 1.0088
Cl 10.4545 -4.4139 2.9954
Cl 11.5064 -6.9944 3.7297
Cl 13.3069 -4.8371 3.0819
C -4.2453 1.6993 -5.1445
Cl -5.2814 0.4950 -4.3949
Cl -3.5597 2.7728 -3.8924
Cl -2.9288 0.8961 -6.0082
Cl -5.1879 2.6945 -6.2393
C -8.8778 3.1902 -4.5885
Cl -8.6707 2.8095 -6.3032
Cl -10.4788 3.8682 -4.3278
Cl -8.6931 1.7174 -3.6273
Cl -7.6532 4.3667 -4.0868
C -5.6764 2.6105 0.8109
Cl -6.4737 2.4985 -0.7533
Cl -5.9546 4.1817 1.5345
Cl -6.2426 1.3315 1.8806
Cl -3.9111 2.3896 0.5574
C 4.1265 -4.8092 -1.1001
Cl 5.7861 -4.2683 -1.3636
Cl 3.0624 -4.0257 -2.2859
Cl 4.0294 -6.5549 -1.2871
Cl 3.6205 -4.3518 0.5259
C 6.7508 -6.3488 2.6081
Cl 7.7345 -6.8697 3.9760
Cl 6.2883 -4.6581 2.8394
Cl 7.6868 -6.5035 1.1190
Cl 5.2927 -7.3379 2.4919
C -3.0602 6.6302 -1.9731
Cl -3.4964 5.1420 -1.1134
Cl -4.3065 7.8427 -1.7043
Cl -1.5117 7.2180 -1.3640
Cl -2.9276 6.2815 -3.6974
C -7.8412 6.7094 4.4145
Cl -6.8010 6.5670 5.8308
Cl -8.8626 8.1337 4.5634
Cl -6.8327 6.8622 2.9632
Cl -8.8441 5.2648 4.2670
C 5.7045 -10.8127 4.5215
Cl 4.3964 -11.3091 3.4432
Cl 5.1534 -9.4728 5.5340
Cl 6.1710 -12.1671 5.5494
Cl 7.0901 -10.2955 3.5592
C -11.4857 7.5235 -5.4362
Cl -12.5496 6.5494 -6.4524
Cl -11.7569 9.2348 -5.7600
Cl -11.8279 7.1871 -3.7350
Cl -9.8036 7.1148 -5.7911
*
```

Properties
* LUMO: -4.19 eV
* HOMO-LUMO gap: 8.10 eV
* relative energy (zero: lowest compared OMol25 entry of this formula, charge and spin): 0.0 kJ/mol

---

(2)
A structure of composition C68H58AsCrF2NO4P, computed with the ωB97M-V functional and the def2-TZVPD basis.

```
! wB97M-V def2-TZVPD RIJCOSX def2/J DEFGRID3
* xyz 0 4
Cr 0.8802 0.8993 0.0580
F 6.0930 2.1414 -1.0167
C 5.1729 1.6598 -0.1529
C 3.8487 1.6042 -0.5324
C 2.9095 1.0907 0.3573
C 3.3275 0.6765 1.6343
C 4.6787 0.7566 1.9629
F 5.1124 0.3519 3.1822
C 5.6252 1.2353 1.0872
C 2.2566 0.2137 2.5390
C 2.3867 -0.1672 3.8743
C 1.2632 -0.5610 4.5769
C 0.0225 -0.5922 3.9574
C -0.0487 -0.2137 2.6324
N 1.0363 0.1845 1.9582
H 3.5720 1.9576 -1.5182
H 6.6679 1.2881 1.3612
H 3.3553 -0.1429 4.3442
H 1.3602 -0.8483 5.6163
H -0.8720 -0.9029 4.4760
H -0.9708 -0.2136 2.0676
C -4.5340 5.0070 -0.5662
C -3.3551 4.5542 0.2663
C -3.3293 5.1759 1.6510
O -2.1497 4.8573 -0.4318
C -1.3573 3.6860 -0.5764
C -2.0788 2.6299 0.2721
O -3.3971 3.1434 0.3765
C -2.1776 1.1815 -0.2826
O -0.9894 0.4880 -0.0831
C -3.2316 0.3887 0.5179
C -3.3882 0.5892 1.8899
C -4.2197 -0.2232 2.6450
C -4.9177 -1.2623 2.0428
C -4.7727 -1.4728 0.6812
C -3.9398 -0.6523 -0.0707
C -2.5402 1.2303 -1.7684
C -3.7794 1.7033 -2.2001
C -4.0765 1.7876 -3.5518
C -3.1425 1.3950 -4.5020
C -1.9119 0.9136 -4.0839
C -1.6184 0.8334 -2.7285
C 0.1150 3.9276 -0.1732
O 0.7240 2.6796 -0.2466
C 0.2365 4.5271 1.2234
C 0.0261 5.8918 1.4147
C 0.1214 6.4525 2.6771
C 0.4322 5.6602 3.7760
C 0.6597 4.3056 3.5935
C 0.5689 3.7485 2.3228
C 0.8577 4.8214 -1.1666
C 0.2407 5.4844 -2.2174
C 0.9954 6.2343 -3.1165
C 2.3687 6.3234 -2.9728
C 2.9918 5.6657 -1.9159
C 2.2396 4.9276 -1.0213
H -4.5289 6.0926 -0.6597
H -5.4665 4.6995 -0.0925
H -4.4692 4.5643 -1.5589
H -3.1848 6.2544 1.5828
H -2.5133 4.7565 2.2392
H -4.2734 4.9757 2.1583
H -1.3458 3.3775 -1.6269
H -1.6038 2.5632 1.2591
H -2.8692 1.4007 2.3827
H -4.3339 -0.0347 3.7054
H -5.5753 -1.8923 2.6285
H -5.3169 -2.2732 0.1951
H -3.8386 -0.8297 -1.1342
H -4.5171 2.0003 -1.4668
H -5.0447 2.1575 -3.8652
H -3.3755 1.4595 -5.5569
H -1.1770 0.5971 -4.8134
H -0.6617 0.4458 -2.4038
H -0.2116 6.5154 0.5633
H -0.0456 7.5143 2.8054
H 0.5093 6.1002 4.7614
H 0.9205 3.6779 4.4366
H 0.7690 2.6949 2.1868
H -0.8324 5.4402 -2.3398
H 0.4995 6.7475 -3.9303
H 2.9536 6.9025 -3.6758
H 4.0657 5.7278 -1.7944
H 2.7231 4.4047 -0.2042
C 1.5884 -2.5754 0.5629
C 1.8940 -4.0118 0.1681
As 1.6256 -5.1733 1.7407
C 1.5059 -6.8842 0.8114
C 2.0960 -7.1120 -0.4265
C 2.0118 -8.3635 -1.0273
C 1.3348 -9.3951 -0.3975
C 0.7431 -9.1755 0.8402
C 0.8332 -7.9301 1.4413
C -0.2879 -4.8064 1.8877
C -0.7735 -4.2846 3.0815
C -2.1093 -3.9144 3.1992
C -2.9645 -4.0596 2.1188
C -2.4879 -4.5871 0.9250
C -1.1581 -4.9618 0.8104
P 1.3970 -1.3815 -0.8079
C 0.2184 -2.2668 -1.8731
C 0.6108 -3.0626 -2.9476
C -0.3305 -3.7995 -3.6516
C -1.6678 -3.7571 -3.2800
C -2.0610 -2.9741 -2.2048
C -1.1255 -2.2294 -1.5023
C 2.9711 -1.3674 -1.7109
C 3.0279 -0.7325 -2.9506
C 4.2451 -0.5346 -3.5837
C 5.4200 -0.9630 -2.9806
C 5.3720 -1.5909 -1.7448
C 4.1537 -1.7884 -1.1113
H 2.3069 -2.1735 1.2819
H 0.6100 -2.5328 1.0552
H 2.9098 -4.1320 -0.2105
H 1.2028 -4.3464 -0.6092
H 2.6233 -6.3189 -0.9415
H 2.4745 -8.5267 -1.9920
H 1.2661 -10.3672 -0.8675
H 0.2109 -9.9759 1.3377
H 0.3626 -7.7690 2.4052
H -0.1037 -4.1591 3.9253
H -2.4791 -3.5099 4.1329
H -4.0003 -3.7588 2.2027
H -3.1524 -4.7005 0.0783
H -0.7972 -5.3677 -0.1284
H 1.6519 -3.1161 -3.2390
H -0.0166 -4.4078 -4.4894
H -2.4012 -4.3309 -3.8313
H -3.1016 -2.9295 -1.9092
H -1.4409 -1.5895 -0.6867
H 2.1175 -0.3752 -3.4202
H 4.2762 -0.0340 -4.5424
H 6.3712 -0.7991 -3.4686
H 6.2852 -1.9137 -1.2624
H 4.1380 -2.2447 -0.1293
*
```

Properties
* LUMO (spin up / spin down): 0.03 / -0.37 eV
* HOMO-LUMO gap (spin up / spin down): 8.27 / 7.98 eV
* relative energy (zero: lowest compared OMol25 entry of this formula, charge and spin): 0.0 kJ/mol
* ⟨S²⟩: 3.785

---

(3)
A structure of composition C23H23Cl2O2PRhSSe4, computed with the ωB97M-V functional and the def2-TZVPD basis.

```
! wB97M-V def2-TZVPD RIJCOSX def2/J DEFGRID3
* xyz -1 1
Rh -0.1308 -1.0268 -0.4822
Se 1.3477 -2.8116 -1.2578
P 2.2699 1.2129 -2.2141
Se 0.3462 0.1114 -2.5851
C 2.7407 0.3723 -0.6497
C 1.9536 0.4952 0.5037
C 2.2226 -0.2845 1.6194
C 3.3068 -1.1601 1.6159
C 4.1127 -1.2468 0.4961
C 3.8261 -0.4881 -0.6370
C 1.8211 2.8647 -1.5232
C 2.8794 3.7317 -1.2519
C 2.6483 4.9928 -0.7225
C 1.3478 5.4089 -0.4698
C 0.2880 4.5573 -0.7480
C 0.5234 3.2939 -1.2734
H 1.1561 1.2261 0.5376
H 1.5948 -0.1930 2.4987
H 3.5076 -1.7787 2.4818
H 4.9494 -1.9343 0.4837
H 4.4355 -0.5930 -1.5266
H 3.8960 3.4124 -1.4590
H 3.4819 5.6526 -0.5138
H 1.1621 6.3932 -0.0570
H -0.7296 4.8679 -0.5444
H -0.3031 2.6250 -1.4691
O -4.4396 1.7246 -3.1605
C -4.9621 0.9638 -2.0723
C -3.8275 0.2482 -1.3342
C -4.4667 -0.4820 -0.1475
O -4.9016 0.3953 0.8839
C -2.8168 1.3121 -0.8891
Se -1.5611 0.7689 0.5087
C -3.1821 -0.7481 -2.2975
Se -1.9463 -2.1094 -1.6217
H -5.1457 2.2703 -3.5142
H -5.6751 0.2153 -2.4430
H -5.4798 1.6133 -1.3577
H -3.7543 -1.2107 0.2417
H -5.3525 -1.0270 -0.4889
H -4.0951 0.6374 1.3646
H -3.3506 2.1712 -0.4795
H -2.2511 1.6532 -1.7544
H -2.6978 -0.2067 -3.1085
H -3.9605 -1.3740 -2.7478
Cl -0.7686 -2.3172 1.6700
C 0.5718 -3.2052 2.3342
C 0.9332 -2.9108 3.6380
C 2.0061 -3.5746 4.2085
C 2.7132 -4.5068 3.4678
C 2.3322 -4.7803 2.1629
Cl 3.2701 -5.9506 1.2891
C 1.2390 -4.1528 1.5554
S 0.6835 -4.5638 -0.0677
H 0.3736 -2.1677 4.1892
H 2.2972 -3.3592 5.2282
H 3.5608 -5.0282 3.8903
*
```

Properties
* LUMO: 2.30 eV
* HOMO-LUMO gap: 6.56 eV
* relative energy (zero: lowest compared OMol25 entry of this formula, charge and spin): 74.4 kJ/mol

---

(4)
A cluster of 14 separate species, C24H82N6O14 in total in a non-equilibrium geometry, computed with the ωB97M-V functional and the def2-TZVPD basis.

```
! wB97M-V def2-TZVPD RIJCOSX def2/J DEFGRID3
* xyz 0 1
O -1.9663 4.6052 2.4391
H -2.8801 4.4857 2.1612
H -1.6160 3.6983 2.4775
O -3.1150 -0.3617 3.5014
H -2.5017 -0.8506 4.0776
H -2.8971 -0.6399 2.6144
O 3.3974 -3.3515 1.3793
H 2.8031 -2.5852 1.3731
H 3.0442 -3.9228 0.7067
O -4.3544 2.0892 1.4856
H -4.4681 1.8966 2.4133
H -4.6550 1.2912 1.0538
O -0.6818 -1.2969 4.7376
H 0.1107 -0.8406 5.0427
H -0.3675 -2.1995 4.5794
O -4.0409 -2.9502 -0.5255
H -3.5921 -3.3820 -1.2648
H -4.6167 -3.6088 -0.1285
O 1.2472 1.2097 2.8936
H 0.3095 1.3865 3.1378
H 1.6079 0.7446 3.6675
O -1.4159 2.0121 3.6848
H -1.5926 2.6719 4.3483
H -2.0918 1.3190 3.7653
C -0.1890 -5.3826 -3.2925
C -0.2466 -3.8449 -3.4622
C -1.3604 -3.2475 -2.6708
O -2.6250 -3.8440 -2.8498
C -3.1611 -3.6645 -4.1456
N 1.0481 -3.3177 -3.0278
H 0.4563 -5.8670 -4.0379
H -1.2079 -5.7560 -3.3843
H 0.1887 -5.6899 -2.3237
H -0.4216 -3.5654 -4.5180
H -1.3925 -2.1473 -2.8704
H -1.1751 -3.3379 -1.6071
H -2.6711 -4.3023 -4.8896
H -3.1366 -2.6004 -4.4422
H -4.1940 -4.0032 -4.0540
H 1.8224 -3.7477 -3.5300
H 1.0797 -2.3299 -3.2967
C 1.7016 -0.1638 8.2697
C 2.9729 -0.0378 7.5026
C 2.7794 0.4734 6.0953
O 2.0688 -0.4253 5.2148
C 2.9134 -1.2165 4.3714
N 3.8642 0.8181 8.2364
H 1.8823 -0.5989 9.2551
H 0.9589 -0.7645 7.6982
H 1.2785 0.8545 8.4501
H 3.5197 -0.9941 7.4556
H 3.7535 0.7853 5.6721
H 2.1017 1.3546 6.2347
H 2.2374 -1.8841 3.8201
H 3.5846 -1.9026 4.8945
H 3.3946 -0.6480 3.5602
H 4.7615 0.7035 7.7541
H 3.6233 1.8069 8.2903
C -0.6609 -1.5522 1.0084
C 0.4564 -1.2413 0.0464
C 0.2459 0.0115 -0.8188
O 0.1159 1.1675 -0.0134
C -1.1561 1.7175 0.0697
N 1.7148 -1.1490 0.8232
H -0.5486 -2.4882 1.5152
H -1.6029 -1.6832 0.4817
H -0.6852 -0.7507 1.7495
H 0.5863 -2.0672 -0.6686
H -0.6720 -0.1523 -1.4309
H 1.0773 0.1430 -1.5445
H -1.6792 1.7688 -0.9102
H -1.0241 2.7669 0.3869
H -1.8197 1.2077 0.7876
H 1.5585 -0.3923 1.5214
H 2.3361 -0.6753 0.1565
C 3.4070 2.4120 -1.1261
C 3.3027 2.5108 0.3477
C 4.6339 2.8331 1.0682
O 5.5795 1.8312 0.7390
C 6.7907 2.0017 1.3686
N 2.3461 3.5065 0.6970
H 4.1246 1.6680 -1.3947
H 3.6887 3.3869 -1.5312
H 2.4803 2.1199 -1.6403
H 3.0553 1.5471 0.7813
H 4.5653 2.7905 2.1702
H 4.9956 3.8373 0.8127
H 7.3059 2.9209 1.1482
H 7.4865 1.1994 1.1085
H 6.7762 2.0438 2.4512
H 1.4775 3.4718 0.2116
H 2.1621 3.5787 1.6695
C -4.3780 -0.3785 -3.0984
C -4.1407 0.3377 -1.8244
C -4.3873 1.8435 -1.9811
O -3.5427 2.3579 -3.0215
C -3.6658 3.7793 -3.1468
N -5.1236 -0.0900 -0.8362
H -5.2569 -0.0902 -3.6832
H -4.4970 -1.4301 -2.8128
H -3.4992 -0.3718 -3.7317
H -3.1335 0.1289 -1.4364
H -4.1491 2.3649 -1.0403
H -5.4421 2.0082 -2.2147
H -4.6384 4.0829 -3.5576
H -2.8633 4.0400 -3.8492
H -3.4538 4.3015 -2.2013
H -6.0681 -0.1562 -1.2008
H -4.8695 -1.0347 -0.5444
C -0.5202 -0.6904 -6.2700
C -0.8366 0.2532 -5.0897
C 0.5098 0.8466 -4.6303
O 1.3152 -0.2640 -4.2189
C 2.6553 0.0957 -4.0973
N -1.6524 1.3900 -5.4695
H -0.0211 -0.1007 -7.0523
H -1.4433 -1.0450 -6.7228
H 0.0746 -1.5091 -5.8702
H -1.2057 -0.3200 -4.2165
H 0.3762 1.5621 -3.7940
H 0.9779 1.3245 -5.5136
H 3.1685 -0.6983 -3.5420
H 2.7313 1.0880 -3.6115
H 3.1601 0.1745 -5.0617
H -2.4487 1.0803 -6.0146
H -2.0300 1.8957 -4.6797
*
```

Properties
* LUMO: 0.34 eV
* HOMO-LUMO gap: 8.71 eV
* relative energy (zero: lowest compared OMol25 entry of this formula, charge and spin): 0.0 kJ/mol

---

(5)
A cluster of 2 separate species, H4O2 in total in a non-equilibrium geometry, computed with the ωB97M-V functional and the def2-TZVPD basis.

```
! wB97M-V def2-TZVPD RIJCOSX def2/J DEFGRID3
* xyz 0 1
O -1.7710 0.0369 -0.1157
H -2.3899 0.3752 0.5613
H -1.4775 -0.7452 0.3765
O 1.8700 -0.1006 0.0125
H 2.1303 0.8369 0.1496
H 0.9453 0.0423 -0.2621
*
```

Properties
* LUMO: 0.73 eV
* HOMO-LUMO gap: 12.17 eV
* relative energy (zero: lowest compared OMol25 entry of this formula, charge and spin): 18.6 kJ/mol
* SMILES: O.O

---

(6)
A structure of composition C28H46CoNP3 in a non-equilibrium geometry, computed with the ωB97M-V functional and the def2-TZVPD basis.

```
! wB97M-V def2-TZVPD RIJCOSX def2/J DEFGRID3
* xyz 1 5
C 4.5155 -1.8777 -2.3199
C 3.8943 -1.2769 -1.2284
C 3.8294 0.1467 -1.1765
C 4.3751 0.9474 -2.2493
C 4.9912 0.2787 -3.3384
C 5.0467 -1.1016 -3.3711
C 4.2285 2.3364 -2.1520
C 3.6090 2.9295 -1.0466
C 3.1183 2.0507 -0.0087
C 2.4828 2.5776 1.1572
C 2.3196 3.9522 1.2701
C 2.7688 4.8225 0.2522
C 3.4118 4.3288 -0.8760
H 4.5826 -2.9653 -2.3713
H 5.3951 0.8972 -4.1472
H 5.5134 -1.5901 -4.2258
H 4.6115 2.9761 -2.9499
H 1.8342 4.3538 2.1630
H 2.6046 5.8949 0.3566
H 3.7837 5.0002 -1.6550
N 3.2057 0.7159 -0.1319
Co -0.0102 -0.6389 0.3169
C 3.2532 -2.0305 -0.0806
H 3.4504 -1.5087 0.8650
H 3.6312 -3.0587 -0.0306
C 2.0310 1.5772 2.2011
H 2.7662 0.7655 2.2809
H 1.8750 2.0546 3.1763
P 1.3887 -2.1328 -0.1625
P 0.4402 0.7152 1.7950
C -0.6591 2.1467 2.0387
H -1.7123 1.8425 1.9789
H -0.4474 2.5695 3.0286
H -0.4468 2.8928 1.2626
C 0.2080 -0.2525 3.3329
H 0.2473 0.4415 4.1807
H -0.7612 -0.7646 3.3196
H 1.0100 -0.9975 3.4187
C 1.2378 -3.0420 -1.7523
H 1.8697 -3.9447 -1.7233
H 0.1960 -3.3350 -1.9447
H 1.5777 -2.3986 -2.5735
C 1.0843 -3.4838 1.0606
H 0.0360 -3.8122 1.0092
H 1.7466 -4.3297 0.8299
H 1.2967 -3.1133 2.0732
H 0.4635 0.2554 -0.9629
H -0.1645 -0.2519 -1.2494
C -4.3748 1.7319 1.2636
C -3.9799 0.2441 1.2625
C -5.1906 -0.6196 0.8687
P -2.3924 -0.1328 0.3171
C -2.1604 -1.9727 0.5393
C -2.6535 -2.5022 1.8874
C -2.6805 -2.8044 -0.6219
C -2.6701 0.4485 -1.4316
C -4.0590 0.2073 -2.0112
C -2.2823 1.9281 -1.5044
H -4.7019 2.0703 0.2687
H -3.5942 2.4112 1.6316
H -5.2305 1.8434 1.9480
H -3.7081 -0.0257 2.3000
H -5.6672 -0.2709 -0.0561
H -4.9803 -1.6887 0.7562
H -5.9356 -0.5216 1.6724
H -1.0255 -2.0563 0.5483
H -3.7402 -2.6454 1.8820
H -2.1748 -3.4775 2.0584
H -2.3951 -1.8544 2.7372
H -2.2366 -2.5310 -1.5926
H -2.4122 -3.8550 -0.4192
H -3.7737 -2.7323 -0.6996
H -1.9677 -0.1299 -2.0533
H -4.8210 0.8645 -1.5734
H -3.9991 0.4535 -3.0823
H -4.3672 -0.8410 -1.9219
H -1.2364 2.0788 -1.2124
H -2.3992 2.2699 -2.5396
H -2.9201 2.5475 -0.8619
*
```

Properties
* LUMO (spin up / spin down): -1.69 / -5.24 eV
* HOMO-LUMO gap (spin up / spin down): 6.28 / 5.59 eV
* relative energy (zero: lowest compared OMol25 entry of this formula, charge and spin): 108.6 kJ/mol
* ⟨S²⟩: 6.061

---

Which value of relative energy (zero: lowest compared OMol25 entry of this formula, charge and spin) does entry 3 give?
74.4 kJ/mol